Entry 1:
Density functional theory data (ωB97M-V with the def2-TZVPD basis set) for C23H38HgO12 as an isolated structure at a distorted geometry.

Structure (XYZ):
```
74
Properties=species:S:1:pos:R:3:mulliken_charge:R:1
Hg 0.2224 0.1875 -0.2744 3.775
C -3.4201 1.4080 1.6600 -0.792
C -2.3804 0.3738 2.1015 -0.853
O -1.4565 0.1085 1.1452 -0.867
H -3.9425 1.1237 0.7417 0.052
H -2.8797 2.3417 1.4895 0.147
H -4.1734 1.5548 2.4421 0.395
H -2.8713 -0.5591 2.4606 0.298
H -1.9908 0.7462 3.0765 0.328
C 3.1859 -0.5561 -1.6401 -0.473
O 1.9058 -0.0506 -1.6689 -0.763
H 3.2055 -1.6620 -1.7208 0.133
H 3.8026 -0.1926 -2.4769 0.327
H 3.6521 -0.2587 -0.6764 -0.067
O 0.8579 2.4937 0.4562 -0.288
C 1.4238 3.5336 0.5240 0.081
O 0.8020 4.7333 0.3269 -0.417
C 1.6746 5.8321 0.5702 -0.453
C 2.9023 5.2330 1.2613 -0.724
C 2.9023 3.7854 0.7842 0.115
H 1.1785 6.5035 1.2713 0.300
H 1.9364 6.3979 -0.3251 0.301
H 2.6457 5.1913 2.3206 0.277
H 3.8001 5.8057 1.0481 0.358
H 3.1334 3.1277 1.6223 -0.097
H 3.5593 3.5415 -0.0466 0.389
O 0.5904 -2.3185 0.3717 -0.211
C 0.3743 -3.4397 0.7065 -0.157
O -0.8084 -4.0451 0.4694 -0.305
C -0.8801 -5.3675 0.9991 -0.494
C 0.3983 -5.5278 1.8502 -0.805
C 1.3276 -4.4189 1.3692 -0.066
H -0.8893 -6.0903 0.1832 0.328
H -1.7519 -5.4905 1.6353 0.313
H 0.8614 -6.5121 1.7893 0.363
H 0.1180 -5.4122 2.8978 0.285
H 2.0018 -4.7080 0.5605 0.289
H 1.8776 -3.9884 2.1988 0.075
O 2.0637 0.2164 1.4290 -0.217
C 3.1344 -0.0962 1.8433 -0.184
O 3.9734 0.7699 2.4459 -0.406
C 5.2136 0.1075 2.7419 -0.565
C 5.1753 -1.2341 1.9979 -0.687
C 3.6748 -1.5040 1.9429 0.103
H 5.2775 -0.0610 3.8182 0.290
H 6.0663 0.7124 2.4425 0.356
H 5.7901 -1.9708 2.5128 0.369
H 5.5602 -1.1510 0.9808 0.300
H 3.3025 -1.9484 2.8694 0.230
H 3.3253 -2.0973 1.1035 0.118
O -1.0040 -1.1742 -1.8585 -0.447
C -1.9911 -1.8372 -1.9735 0.115
O -2.1781 -2.6046 -3.0729 -0.437
C -3.4698 -3.2398 -2.9810 -0.588
C -4.2251 -2.4549 -1.9196 -0.622
C -3.1080 -2.0000 -0.9696 0.756
H -3.2433 -4.2462 -2.6186 0.296
H -4.0394 -3.2828 -3.9053 0.375
H -4.9794 -3.0687 -1.4214 0.370
H -4.8082 -1.6065 -2.2869 0.242
H -2.9246 -2.7981 -0.2544 0.061
H -3.2429 -1.0334 -0.4899 -0.436
O -0.8775 1.8313 -1.7398 -0.519
C -1.7884 2.3622 -2.2973 -0.044
O -1.7241 3.6328 -2.7379 -0.452
C -3.0388 4.1201 -3.0566 -0.446
C -3.8463 2.8552 -3.3951 -0.651
C -3.1868 1.8214 -2.4817 0.567
H -2.9212 4.7783 -3.9117 0.335
H -3.4513 4.6191 -2.1798 0.273
H -3.7314 2.6155 -4.4514 0.286
H -4.9041 2.9934 -3.1796 0.355
H -3.0407 0.8275 -2.9075 -0.059
H -3.7280 1.7209 -1.5421 -0.136
```

The total energy is -1955.4087 hartree. The calculation puts the gap between HOMO and LUMO at 0.2717 Eh. The largest force on an atom is 1.40 eV/A. The total charge is 0. Its HOMO energy is -0.249 hartree. For the energy above the lowest of the compared OMol25 structures with the same formula, charge and spin, the calculation gives 8.09 kcal per mole.

Entry 2:
Density functional theory data (ωB97M-V with the def2-TZVPD basis set) for C23H39AsHfN3O3PS2 as an isolated structure at a distorted geometry.

Structure (XYZ):
```
73
Properties=species:S:1:pos:R:3:lowdin_spin:R:1
Hf -0.4890 -0.1633 -0.3435 0.647
C -1.7419 1.6546 -2.5490 0.001
N -1.1865 0.3050 -2.4254 0.018
C -2.1886 -0.6741 -2.8610 0.009
C 0.0362 0.1123 -3.1723 0.006
C 0.3754 0.8276 -4.3025 0.004
C 1.5715 0.5753 -4.9617 0.001
C 2.4446 -0.3710 -4.4534 0.003
C 2.1271 -1.0862 -3.3113 0.002
C 0.9025 -0.8896 -2.6656 0.003
N 0.4612 -1.5010 -1.5167 0.015
C 0.9556 -2.6506 -0.9585 0.013
C 1.7611 -3.6161 -1.5766 0.000
C 2.2718 -4.6742 -0.8473 0.004
C 1.9807 -4.8151 0.4984 -0.001
C 1.0609 -3.9613 1.0876 0.004
C 0.5302 -2.9046 0.3701 0.008
N -0.6083 -2.1154 0.8204 0.014
C -0.7732 -2.1127 2.2762 0.003
C -1.8017 -2.7636 0.2417 0.008
H -2.1753 1.8213 -3.5410 0.000
H -2.5343 1.7814 -1.8082 0.000
H -0.9544 2.3879 -2.3701 0.000
H -2.4530 -0.5035 -3.9112 0.001
H -1.7833 -1.6826 -2.7754 0.002
H -3.0888 -0.5836 -2.2495 0.001
H -0.2766 1.5891 -4.6968 0.000
H 1.8205 1.1273 -5.8529 0.000
H 3.3929 -0.5462 -4.9358 0.000
H 2.8460 -1.7788 -2.9009 0.000
H 1.9427 -3.5724 -2.6396 0.000
H 2.9020 -5.3939 -1.3435 0.000
H 2.4057 -5.6237 1.0704 0.000
H 0.7595 -4.1389 2.1066 0.000
H -1.0617 -3.1014 2.6451 0.000
H 0.1499 -1.8000 2.7657 0.000
H -1.5705 -1.4150 2.5382 0.000
H -1.8348 -3.8183 0.5350 0.000
H -2.7061 -2.2703 0.6020 0.000
H -1.7716 -2.7075 -0.8450 0.003
C -2.3937 5.1909 2.0968 0.000
C -1.9655 3.8411 2.6348 0.000
O -2.0459 2.8759 1.5734 0.005
P -1.8237 1.3169 1.8607 0.042
S 0.1245 0.8746 2.1001 0.030
S -2.8504 0.3685 0.4414 0.046
O -2.6017 1.0380 3.2273 0.010
C -2.0563 0.8912 4.5432 0.002
C -2.6810 -0.3171 5.2116 0.000
H -2.3726 5.9175 2.9050 0.000
H -3.4047 5.1245 1.7016 0.000
H -1.7266 5.5167 1.3029 0.000
H -2.6403 3.5335 3.4406 0.000
H -0.9374 3.8645 3.0149 0.000
H -2.2994 1.8010 5.1016 0.000
H -0.9673 0.7967 4.4755 0.000
H -3.7647 -0.2518 5.1525 0.000
H -2.3764 -0.3419 6.2549 0.000
H -2.3661 -1.2418 4.7340 0.000
C 2.7475 2.7801 0.9290 0.003
As 2.2362 1.3934 -0.3526 0.010
C 3.2851 1.8583 -1.9318 0.000
C 2.8159 -0.3295 0.3459 0.032
O 0.6314 1.4909 -0.7528 0.026
H 3.8345 2.8428 0.9862 0.000
H 2.3362 2.5503 1.9103 0.001
H 2.3456 3.7361 0.5873 0.000
H 4.3496 1.7063 -1.7408 0.000
H 3.1042 2.9114 -2.1631 0.000
H 2.9735 1.2491 -2.7790 0.000
H 3.7183 -0.1610 0.9349 0.004
H 3.0418 -1.0186 -0.4680 0.000
H 2.0314 -0.7553 0.9792 0.013
```

The total energy is -4711.2769 hartree. The calculation puts the gap between HOMO and LUMO (spin up / spin down) at 0.2100 / 0.3031 Eh. The largest force on an atom is 3.15 eV/A. The total charge is +1. Its HOMO energy (spin up / spin down) is -0.277 / -0.370 hartree. The spin multiplicity is 2.